[1]
{
  "formula": "C20H32F12O17S4V",
  "method": "ωB97M-V with the def2-TZVPD basis set",
  "homo_lumo_gap_ev": 7.95,
  "spin_multiplicity": 2,
  "e_lumo_ev": 3.899,
  "s2": 0.77,
  "charge": -2,
  "symbols": ["O", "V", "C", "F", "F", "F", "S", "O", "O", "O", "C", "F", "F", "F", "S", "O", "O", "O", "C", "F", "F", "F", "S", "O", "O", "O", "C", "F", "F", "F", "S", "O", "O", "O", "C", "C", "C", "O", "C", "H", "H", "H", "H", "H", "H", "H", "H", "C", "C", "C", "O", "C", "H", "H", "H", "H", "H", "H", "H", "H", "C", "C", "C", "O", "C", "H", "H", "H", "H", "H", "H", "H", "H", "C", "C", "C", "O", "C", "H", "H", "H", "H", "H", "H", "H", "H"],
  "xyz": [[0.72712, 0.01034, -0.12195], [-0.74340, -0.14472, 0.33441], [-3.85350, 3.00593, -1.21118], [-4.88981, 3.37285, -1.93446], [-2.79684, 3.78173, -1.51136], [-4.09197, 3.23938, 0.06419], [-3.36500, 1.18500, -1.53171], [-3.02565, 1.20856, -2.93724], [-2.19619, 1.03652, -0.62612], [-4.42866, 0.28467, -1.18301], [-0.99355, -1.33609, -4.35860], [-0.97227, -2.34250, -5.22674], [0.18788, -0.71974, -4.16580], [-1.79572, -0.40430, -4.84059], [-1.56263, -2.05314, -2.67956], [-0.74623, -3.25377, -2.51268], [-1.18335, -1.07380, -1.64585], [-2.97972, -2.26554, -2.83930], [-0.38520, -4.90304, 0.82282], [0.25777, -5.20850, 1.96016], [0.52800, -4.56595, -0.09064], [-1.00808, -5.97443, 0.35681], [-1.55957, -3.42369, 1.08907], [-0.73025, -2.26354, 0.75053], [-2.63915, -3.65802, 0.16362], [-1.95710, -3.48877, 2.47153], [-3.65452, -0.30830, 3.99161], [-4.89646, -0.35531, 4.49740], [-3.07611, 0.79603, 4.51731], [-2.95392, -1.37407, 4.36018], [-3.76206, -0.20924, 2.14861], [-4.46751, -1.40473, 1.73040], [-4.47251, 1.03540, 1.88841], [-2.33887, -0.17104, 1.75533], [-0.62788, 3.69683, 2.92873], [-0.49061, 4.53142, 1.68772], [-0.43232, 3.40663, 0.58429], [-0.64405, 2.17100, 1.28664], [-1.37250, 2.47771, 2.46222], [-1.07533, 4.16907, 3.81248], [0.33402, 3.35478, 3.32445], [0.48490, 5.03752, 1.76053], [-1.06540, 5.44227, 1.51691], [0.55665, 3.34754, 0.14169], [-1.26389, 3.59641, -0.08928], [-1.32851, 1.64764, 3.16365], [-2.43732, 2.69765, 2.31412], [0.54111, -0.58827, 4.99845], [1.96472, -0.14044, 4.67274], [1.90016, 0.16745, 3.12916], [0.60748, -0.14784, 2.67667], [0.00418, -1.05881, 3.65170], [-0.12814, 0.19690, 5.34971], [0.41584, -1.42666, 5.68744], [2.71629, -0.92146, 4.77155], [2.19524, 0.75317, 5.25066], [2.68646, -0.38821, 2.60933], [2.15507, 1.22229, 2.99606], [0.22586, -2.08255, 3.36368], [-1.04331, -0.78907, 3.60228], [4.04449, -3.40247, -1.22236], [2.70806, -2.83361, -1.68605], [2.92116, -2.84499, -3.21206], [4.36242, -2.89188, -3.42404], [5.01243, -2.73969, -2.15234], [3.99694, -4.47918, -1.41397], [4.28159, -3.25768, -0.16584], [2.68215, -1.79262, -1.35463], [1.86380, -3.43134, -1.36434], [2.56321, -1.97524, -3.76055], [2.47948, -3.75875, -3.61485], [5.20480, -1.69129, -1.90586], [5.91931, -3.33849, -2.26538], [1.52948, 3.09468, -3.93997], [2.39529, 1.85787, -4.06846], [2.56503, 1.51800, -2.58981], [1.33746, 1.91100, -1.97073], [0.54124, 2.74831, -2.86952], [1.02811, 3.34342, -4.88559], [2.12019, 4.00735, -3.79338], [3.27674, 2.13007, -4.65020], [1.81218, 1.14110, -4.65023], [3.41720, 2.09059, -2.20136], [2.91419, 0.49144, -2.45766], [0.21445, 3.53177, -2.19223], [-0.24506, 2.14455, -3.32775]],
  "forces_ev_per_angstrom": [[-0.324, 0.256, 0.746], [-0.876, -1.544, -2.269], [1.156, -1.728, 0.418], [-0.482, 0.283, -0.394], [0.041, 0.395, -0.756], [-0.583, 0.088, 0.707], [0.121, -1.365, -0.605], [0.149, 0.715, 0.481], [0.036, 1.141, 0.077], [-0.070, 1.108, 0.231], [-0.949, 0.260, 2.343], [0.848, 0.084, -0.381], [0.578, -0.670, -0.695], [-0.451, 0.141, -0.329], [0.010, -1.533, 1.339], [-0.214, 0.681, -0.930], [-0.114, 0.645, -0.486], [0.696, 0.428, -0.410], [-0.208, 1.601, -0.359], [0.040, -0.293, 0.055], [0.365, -0.149, 0.068], [-0.270, -0.305, 0.386], [-2.466, -0.724, -0.504], [1.074, 0.863, 0.326], [0.957, -0.090, 0.079], [0.845, -0.140, 0.437], [-0.360, 0.377, -0.704], [0.273, -0.324, 0.165], [0.173, -0.214, 0.102], [-0.343, -0.001, 0.511], [-2.015, -0.139, -2.017], [0.960, 0.903, 0.979], [0.911, -0.587, 0.834], [0.301, -0.086, 0.652], [-0.602, 0.163, 1.942], [2.487, 0.317, -0.367], [-0.600, 0.822, 0.879], [-0.140, -0.197, -0.281], [-0.155, 0.076, 0.729], [-0.342, 0.184, -0.351], [0.217, 0.091, -0.445], [0.238, -0.371, -0.218], [-1.204, -0.770, -0.004], [-0.187, -0.072, -0.438], [0.420, -0.368, -0.409], [0.254, -0.039, -0.246], [0.084, -0.130, -0.530], [-0.341, -1.108, -0.502], [-0.448, 0.152, -0.788], [0.694, 0.457, 0.880], [-0.197, -0.298, 0.587], [-0.180, 1.554, -0.501], [0.358, 0.313, 0.050], [0.423, 0.127, 0.243], [-0.073, -0.007, 0.615], [0.451, -0.104, -0.023], [-0.212, -0.260, -0.160], [-0.484, 0.088, -0.426], [-0.137, -0.127, 0.151], [0.028, -0.860, -0.297], [-0.392, -0.367, 0.680], [0.753, 0.675, -0.428], [0.293, -0.312, 0.222], [-0.107, 0.426, 0.115], [-0.160, -1.285, -1.056], [0.419, -0.024, 0.025], [-0.190, 0.115, 0.008], [-0.627, -0.093, 0.212], [-0.189, 0.435, -0.054], [-0.372, -0.023, 0.226], [0.064, 0.106, -0.277], [0.086, 0.024, 0.010], [0.344, 0.482, 0.252], [-0.356, 1.636, -1.630], [-0.466, 0.673, -0.278], [0.486, 0.236, -0.804], [0.448, -0.542, -0.090], [1.337, -1.066, 0.755], [-0.155, -0.317, 0.052], [0.132, -0.204, 0.703], [0.329, -0.380, 0.313], [0.221, -0.404, 0.347], [-0.167, 0.420, 0.192], [-0.994, -0.329, 0.376], [-0.517, 0.264, -0.555], [-0.379, 0.143, 0.500]]
}


[2]
{
  "formula": "C5H6S",
  "method": "ωB97M-V with the def2-TZVPD basis set",
  "homo_lumo_gap_ev": 10.18,
  "e_lumo_ev": 0.953,
  "smiles": "C#C[C@H](S)C=C",
  "symbols": ["C", "C", "C", "S", "C", "C", "H", "H", "H", "H", "H", "H"],
  "xyz": [[0.63554, -2.00422, 1.38043], [0.16118, -1.13371, 0.71858], [-0.50437, -0.24266, -0.16486], [-1.36549, -1.13728, -1.48007], [0.29026, 0.93637, -0.59961], [0.26782, 2.01172, 0.14850], [1.01506, -2.79373, 2.07728], [-1.40915, 0.08511, 0.44814], [-0.24608, -1.72475, -1.79603], [0.69131, 1.03122, -1.53982], [0.84234, 2.81591, -0.21023], [-0.37842, 2.15602, 1.01771]],
  "forces_ev_per_angstrom": [[0.954, -1.801, 1.883], [0.535, -0.826, -0.029], [-2.510, 0.691, 0.682], [-0.407, 0.233, -0.141], [-1.705, 0.024, 1.959], [-0.479, 0.389, 0.391], [-0.547, 1.384, -1.255], [1.110, 0.205, -0.665], [0.698, -0.782, -0.700], [1.356, -0.544, -2.026], [0.473, 1.279, -0.054], [0.523, -0.251, -0.046]]
}


- What is the formula in the second record?
  C5H6S